9
Properties=species:S:1:pos:R:3:mulliken_charge:R:1 method="wB97M-V/def2-TZVPD" total_charge=-1 spin_multiplicity=1 homo_lumo_gap_ev=7.384 homo_energy_ev=-2.5882 e_above_lowest_kcal_mol=18.4
O 1.42 1.73 0.81 -0.74
H 2.21 1.34 1.16 0.25
H 0.80 0.93 0.79 0.47
C -0.79 -0.43 -1.13 -0.97
H -1.31 -1.82 0.36 0.31
O -0.01 -0.45 1.12 -0.86
C -0.69 -0.92 0.14 0.09
H -0.26 0.49 -1.34 0.20
H -1.37 -0.86 -1.92 0.25

=====

17
Properties=species:S:1:pos:R:3:mulliken_charge:R:1 method="wB97M-V/def2-TZVPD" spin_multiplicity=1 homo_lumo_gap_ev="8.423 / 8.422" homo_energy_ev="-7.6944 / -7.6937" e_above_lowest_kcal_mol=161.8
H 2.99 0.89 -0.26 0.29
H -3.01 1.01 0.86 0.35
H 0.51 0.12 1.12 0.37
C -2.04 0.89 0.38 -0.71
N -0.68 -1.39 -0.12 0.05
H -0.74 -0.20 -1.65 0.25
N 1.31 -0.24 0.39 -0.17
N -1.25 -0.13 1.01 -0.42
O 2.07 -1.41 0.68 -0.47
C 2.00 0.55 -0.59 -0.90
H -1.77 -0.69 1.67 0.25
H 1.39 1.43 -0.81 0.30
H -2.27 0.66 -0.69 0.18
H 1.47 -2.13 0.43 0.34
H 2.14 -0.03 -1.50 0.30
N -0.63 -1.17 -1.30 -0.26
H -1.48 1.83 0.38 0.24

=====

68
Properties=species:S:1:pos:R:3:mulliken_charge:R:1 method="wB97M-V/def2-TZVPD" total_charge=+3 spin_multiplicity=7 homo_lumo_gap_ev="7.552 / 7.973" homo_energy_ev="-17.3745 / -17.3796" s_squared=12.677 e_above_lowest_kcal_mol=0.0
H -0.02 -0.85 4.22 0.39
C 2.84 1.03 2.74 -1.26
H -2.08 2.80 2.12 0.38
C 1.05 -4.73 -0.52 -0.61
H -0.22 0.88 3.90 0.34
C 2.69 2.31 -2.12 -0.40
H -1.13 -0.50 -4.15 0.45
C -3.69 -0.99 -1.44 -1.34
H 1.64 -2.34 3.36 0.46
H 0.03 -5.10 -0.68 0.32
H 3.52 -0.53 -0.36 0.75
H 0.84 0.66 -2.31 0.31
H -0.50 -2.92 1.79 0.45
H -0.75 -3.15 -2.08 -0.23
C 3.67 0.42 -0.88 -0.56
H 3.24 -1.59 3.08 0.45
C 5.03 2.31 -1.53 -0.62
H 3.24 0.75 3.72 0.50
H 2.73 -3.70 -1.29 0.32
H -3.96 -0.04 -0.96 0.22
C 2.64 1.04 -1.56 0.84
H -3.91 2.26 0.09 0.39
H -1.75 4.35 1.30 0.45
C 1.70 -4.04 -1.47 -0.58
H 4.00 3.96 -2.53 0.45
C 4.90 1.07 -0.90 -0.65
H -4.37 -1.79 3.06 0.45
Tb -0.12 0.10 0.02 0.15
P 1.43 -0.09 2.40 0.85
P -1.48 2.47 -0.23 1.11
C -1.76 -2.78 -2.33 -1.00
H 1.23 0.31 4.79 0.43
C 3.92 2.97 -2.08 -0.88
H 1.55 -5.00 0.41 0.33
C -2.03 -0.25 -3.57 -1.46
C -1.38 -2.30 1.92 -0.78
H -3.50 3.71 -0.85 0.48
H 5.75 0.56 -0.43 0.46
P -1.91 -1.00 -1.91 1.24
C -3.41 -1.69 2.59 -0.79
H -2.10 0.85 -3.47 0.34
C -1.43 3.31 1.39 -1.24
H -4.31 -1.14 -2.34 0.47
H -2.91 -0.61 -4.11 0.51
H -0.41 3.28 1.79 0.36
H -1.96 -2.93 -3.40 0.50
H -3.47 2.11 -1.62 0.33
H 1.22 -3.80 -2.42 0.34
H -3.87 -1.82 -0.74 0.42
H -1.29 4.66 -1.30 0.51
C -2.88 -0.68 1.85 -0.51
C -0.71 3.73 -1.32 -1.37
H 1.79 2.76 -2.53 0.43
H 6.01 2.77 -1.56 0.43
H -0.66 3.37 -2.36 0.34
O 1.40 0.33 -1.56 -0.26
H 3.61 0.94 1.96 0.34
N -2.44 -2.69 2.63 -0.02
C -3.24 2.66 -0.69 -1.29
N -1.61 -1.07 1.42 0.97
C 2.24 -1.73 2.66 -1.39
C 0.52 0.08 3.99 -1.26
H -2.50 -3.34 -1.74 0.43
H 2.31 -2.27 1.70 0.29
H 2.50 2.07 2.77 0.41
H -3.29 0.28 1.56 0.41
H -2.51 -3.58 3.09 0.27
H 0.32 3.93 -0.99 0.41

=====

82
Properties=species:S:1:pos:R:3:mulliken_charge:R:1 method="wB97M-V/def2-TZVPD" total_charge=+1 spin_multiplicity=2 homo_lumo_gap_ev="6.207 / 6.276" homo_energy_ev="-9.5189 / -9.5879" s_squared=0.753 e_above_lowest_kcal_mol=12.6
C -18.60 3.80 -6.42 0.15
H -11.91 -5.73 -15.69 0.33
H -21.73 7.09 -17.25 0.34
C -22.76 0.71 -10.45 -1.74
C -14.79 1.46 -14.16 -0.39
N -21.10 6.33 -17.12 -0.18
C -15.89 1.25 -6.36 -0.29
H -22.14 1.42 -7.08 0.27
H -21.61 2.99 -17.27 0.34
H -13.89 1.88 -14.64 0.22
H -21.40 7.41 -8.97 0.45
N -13.19 -0.73 -15.40 -0.01
H -15.06 0.90 -5.75 0.43
C -11.52 -2.44 -16.43 -0.67
C -20.20 5.32 -7.48 -0.73
H -22.81 5.01 -16.87 0.33
N -20.93 4.19 -9.46 0.27
H -20.37 6.47 -17.84 0.39
C -12.17 -4.68 -15.88 -0.37
C -16.57 2.43 -6.04 -0.55
C -21.97 5.10 -11.39 -0.98
C -17.48 0.79 -8.09 0.11
C -21.92 6.33 -10.78 -0.16
H -22.37 -1.10 -8.22 0.40
H -22.26 2.74 -8.28 0.14
C -20.61 6.39 -15.71 -0.40
C -15.16 0.06 -14.15 0.79
C -21.37 6.46 -9.50 -0.82
H -20.93 5.41 -6.66 0.29
N -20.37 4.00 -15.84 -0.19
H -19.44 6.11 -7.27 0.44
H -16.27 3.11 -5.23 0.43
H -23.63 0.07 -10.37 0.47
C -12.72 -1.94 -15.92 0.26
C -13.73 -2.86 -15.47 0.52
H -23.20 1.74 -10.68 0.29
C -20.81 5.34 -8.85 0.56
H -23.63 1.56 -8.05 0.40
H -20.12 3.74 -17.84 0.38
H -15.40 3.36 -13.44 0.39
H -18.01 0.40 -12.41 0.72
C -21.46 4.01 -10.70 -0.24
H -10.80 -1.71 -16.78 0.31
N -18.20 1.86 -7.73 0.17
H -14.14 -4.94 -15.09 0.34
N -16.70 1.90 -12.73 -0.51
H -22.14 0.35 -11.26 0.30
H -16.58 -1.41 -13.49 0.45
N -19.62 3.96 -7.39 0.40
H -22.17 5.17 -18.49 0.36
H -22.29 7.23 -11.28 0.38
C -19.67 5.20 -15.50 -0.70
H -21.54 6.41 -15.07 0.33
C -13.40 -4.22 -15.49 -0.48
H -12.76 0.21 -15.51 0.23
H -10.25 -4.10 -16.81 0.43
H -22.36 4.91 -12.43 0.41
H -20.83 -0.36 -7.81 0.28
H -15.65 -0.31 -7.89 0.35
H -21.49 2.99 -11.12 0.52
C -22.53 1.64 -8.10 -1.38
H -17.89 0.26 -8.97 0.38
Cu -19.78 2.59 -8.59 -1.27
H -19.42 5.06 -14.43 0.38
C -17.05 0.61 -12.78 -0.64
H -20.04 7.40 -15.59 0.28
C -17.76 2.69 -6.78 0.81
N -14.70 -2.26 -14.70 -0.58
C -16.24 0.55 -7.52 -0.67
C -11.20 -3.81 -16.43 -0.58
H -19.80 3.22 -15.61 0.18
C -20.95 3.86 -17.14 -0.53
H -21.09 -1.16 -9.42 0.37
H -18.70 5.35 -16.00 0.29
C -21.91 0.78 -9.19 2.07
O -18.46 4.55 -5.44 -0.74
C -21.86 5.05 -17.43 -0.61
C -15.65 2.31 -13.43 -0.51
O -20.60 1.32 -9.59 -0.27
C -14.37 -0.97 -14.72 0.21
C -16.31 -0.35 -13.48 -0.45
C -21.52 -0.54 -8.65 -1.71

=====

44
Properties=species:S:1:pos:R:3:mulliken_charge:R:1 method="wB97M-V/def2-TZVPD" spin_multiplicity=1 homo_lumo_gap_ev=9.174 homo_energy_ev=-8.3170 e_above_lowest_kcal_mol=370.2
H -2.71 -2.70 -2.07 0.40
H -2.09 -0.18 1.43 -0.30
H -3.55 1.85 -0.31 0.36
C -2.26 -2.00 -1.38 -1.04
H 1.48 1.85 1.37 0.71
N -1.91 0.62 -0.97 0.61
C 1.14 0.94 1.54 -0.80
C -2.99 0.05 1.24 -0.69
C 2.21 -0.30 -0.37 -0.47
C 4.38 -0.56 0.91 -1.69
C -2.81 -0.47 -1.78 -1.83
H -0.83 2.41 -1.47 0.28
H -2.02 1.64 -2.85 0.19
C -2.68 1.25 0.05 -0.65
H 0.29 1.78 3.38 0.31
H -3.77 -0.49 1.02 0.45
C -0.37 0.52 -2.84 -1.47
C -1.26 1.26 -2.09 -0.56
O 0.70 -0.03 -2.04 -0.31
H -1.88 2.13 0.28 0.35
H -3.22 0.96 1.79 0.45
H 4.03 -0.61 1.89 0.41
H 4.03 0.19 -1.04 0.67
H 5.54 -0.23 0.95 0.29
C 0.47 0.86 2.80 -0.53
H 1.15 -2.50 0.96 0.08
C 1.49 -0.38 0.76 0.46
H -2.98 -0.39 -2.66 1.11
C 1.02 -1.38 1.45 0.17
H 3.60 1.43 0.19 0.21
C 0.35 -1.24 2.63 -0.20
H 0.33 1.32 -3.43 0.33
C 1.59 0.73 -1.28 0.21
H -0.54 -0.29 4.05 1.04
C 3.54 0.23 -0.16 -0.73
C -0.02 -0.35 3.33 -1.29
H 2.31 -1.23 -0.54 1.29
H -0.67 -0.06 -3.45 0.99
H -1.22 -1.96 -1.79 0.17
H -3.76 -0.49 -1.40 0.61
H -2.16 -2.25 -0.43 0.43
H 4.56 -1.46 0.73 0.68
O 1.70 1.88 -1.57 -0.60
H -0.21 -2.33 3.17 -0.05

=====

22
Properties=species:S:1:pos:R:3:mulliken_charge:R:1 method="wB97M-V/def2-TZVPD" total_charge=+3 spin_multiplicity=1 homo_lumo_gap_ev=6.789 homo_energy_ev=-20.2448
C -0.70 1.25 -3.55 0.42
H -2.43 0.45 1.24 0.29
H -1.84 -0.71 3.44 0.45
H 2.35 0.09 0.34 0.14
N -1.47 0.28 1.55 0.02
N 0.71 0.31 1.66 0.15
O -0.85 2.21 -4.16 0.00
H 2.73 0.19 2.11 0.33
O -0.47 -3.53 -3.14 0.01
O -3.46 -0.50 -1.15 -0.05
C 1.76 -0.33 -2.16 0.25
C -2.32 -0.46 -1.33 0.31
H 0.96 -0.67 3.58 0.46
C -0.43 -2.48 -2.70 0.15
H 2.25 1.67 1.18 0.40
C 0.26 -0.32 2.82 0.04
C -1.10 -0.33 2.75 -0.63
S -0.24 1.88 -0.34 -0.03
O 2.86 -0.34 -2.51 -0.02
C -0.35 0.74 0.93 -0.08
C 2.11 0.59 1.29 -0.64
Ga -0.33 0.01 -1.86 1.05

=====

Q: Which max |F| values were calculated for the entries above? A: 0.0120, 0.0710, 0.0491, 0.0896, 0.3215, 0.1256, in Eh/bohr.